{"formula": "C83H180F6N10O4S2", "method": "the ωB97M-V functional and the def2-TZVPD basis", "homo_ev": [-13.219, -19.028], "spin_multiplicity": 2, "charge": 7, "orbital_gap_ev": [2.39, 8.11], "s2": 0.76, "max_force_ha_per_bohr": 0.0908, "species": ["H", "N", "C", "H", "H", "H", "H", "H", "C", "H", "H", "H", "H", "H", "H", "C", "C", "C", "H", "H", "C", "H", "H", "C", "H", "C", "C", "C", "C", "H", "H", "C", "C", "H", "H", "H", "H", "C", "H", "H", "C", "N", "N", "H", "H", "H", "H", "H", "O", "H", "H", "H", "H", "H", "C", "C", "H", "H", "N", "F", "H", "H", "H", "H", "H", "C", "C", "H", "C", "C", "H", "O", "H", "C", "C", "H", "H", "H", "C", "H", "C", "H", "H", "H", "C", "H", "H", "C", "H", "H", "H", "H", "O", "C", "H", "H", "H", "H", "H", "H", "H", "C", "H", "H", "H", "H", "H", "C", "H", "H", "H", "H", "H", "H", "C", "N", "C", "C", "C", "C", "H", "H", "H", "N", "H", "H", "H", "C", "H", "H", "H", "H", "H", "N", "H", "C", "H", "H", "C", "H", "H", "C", "H", "H", "H", "H", "N", "H", "C", "C", "N", "C", "S", "H", "C", "H", "H", "C", "H", "C", "C", "S", "C", "H", "H", "C", "H", "H", "C", "H", "H", "H", "H", "C", "H", "H", "H", "H", "H", "H", "H", "H", "H", "H", "H", "H", "C", "C", "H", "C", "H", "H", "C", "H", "C", "H", "H", "H", "H", "C", "F", "C", "H", "H", "H", "H", "C", "H", "H", "C", "H", "C", "H", "H", "C", "C", "F", "H", "H", "C", "H", "H", "C", "H", "C", "H", "H", "H", "C", "H", "H", "H", "H", "C", "H", "H", "H", "H", "C", "H", "C", "H", "C", "N", "C", "H", "H", "C", "O", "C", "C", "F", "H", "H", "H", "C", "H", "H", "H", "C", "C", "H", "H", "F", "C", "C", "H", "F", "H", "C", "C", "H", "H", "C", "H", "H", "C", "H", "H", "H", "H", "H", "H", "H", "H"], "coordinates": [[3.28482, -7.25355, 1.42372], [3.54206, -4.93483, -7.38399], [-4.31521, -2.08441, 0.68669], [5.01577, -4.65750, -9.10474], [-3.60198, 5.27422, 10.63744], [0.16045, 6.49878, 7.73114], [-6.78484, 4.88506, 1.82122], [-6.29294, -0.52198, 6.75245], [-8.09010, 0.53701, 7.14318], [6.76057, -2.56510, -3.36253], [-7.44114, 3.40854, 7.35290], [-3.35103, -5.03877, 0.60779], [-5.17975, -3.95170, 1.43737], [1.73220, -2.89961, -4.03612], [-2.29130, 0.47458, 3.78428], [-5.47278, 2.36789, 0.97287], [3.45522, -4.38831, -5.98679], [-0.22190, 5.67281, 7.13141], [-3.20472, 1.10830, 2.53316], [-6.47622, 2.74230, 4.22108], [2.07572, 1.54683, -3.52056], [1.07811, -4.87394, -0.26710], [6.35492, 2.63210, 0.56384], [-5.86195, 4.87817, -0.61059], [-0.89988, -8.00027, -2.54933], [0.05305, -0.40728, -3.87404], [4.82872, 3.92285, 2.59644], [-0.56658, 3.02843, -6.08019], [-2.24548, -2.59129, 2.93184], [-1.22622, 8.63221, 4.60187], [-1.37803, 8.13865, 6.88819], [3.33129, 4.07392, 2.16625], [7.52029, -1.72620, -9.79454], [4.84025, -1.29999, -3.79267], [-4.92093, 5.16078, 9.47363], [3.08463, -4.45419, -10.37418], [-0.62810, 5.12118, -3.24766], [-4.00002, 4.68526, 9.81113], [1.67085, 5.42690, 1.92928], [-6.13383, 5.91536, -0.80661], [5.82022, 0.55532, -5.69277], [-1.69946, 5.92089, 6.71824], [5.50583, 2.53738, 2.57467], [3.26737, 3.68225, 1.15106], [1.30845, -4.85105, -5.50350], [-2.87718, 7.62619, 6.19523], [8.40063, -1.97715, -10.38626], [4.39814, -6.94486, -9.28008], [2.18162, -1.59514, 1.35681], [6.29957, 0.20744, 0.01738], [2.40674, -6.90474, -10.66914], [-10.40355, 4.12460, 3.31394], [6.44221, 0.11866, 3.82034], [-4.40552, 0.02046, 5.51833], [2.36590, -4.37468, -8.19690], [-3.92216, 1.93435, 4.40375], [-1.64347, -3.72517, -0.87072], [-8.17489, 2.95913, 2.36650], [1.93828, -6.73376, -0.04066], [2.94982, -1.32047, -2.28376], [0.34737, 5.60247, 6.20454], [4.82773, 1.07721, -3.81311], [-7.36754, -0.54703, 5.32685], [-1.82566, 3.82226, 6.01366], [-4.49305, 2.63968, 3.79986], [-0.43182, 1.01400, -3.55896], [5.46249, -0.44053, 1.97599], [-1.30403, -1.30071, -2.37969], [5.70396, -0.73758, -3.43799], [2.71919, 5.46923, 2.22473], [6.53160, 1.30444, -3.76484], [0.83163, -2.17044, -0.64652], [-2.00440, 2.19390, 3.34846], [-2.14296, 4.81420, 5.69198], [6.26984, 0.52205, 1.06056], [3.48791, -3.31225, -6.15746], [-0.49157, 4.94299, 4.29898], [-5.13770, 1.33308, 0.90225], [6.70664, -0.69381, -7.62673], [6.99257, -2.67581, -9.70590], [2.47683, -6.52217, 1.40572], [4.31378, -4.79615, -5.45326], [-7.66630, 3.78272, -2.10317], [0.85037, 1.36187, -6.15796], [-0.22892, -6.31156, -1.47762], [4.14374, -5.71890, 3.51875], [-0.43482, -1.84269, 5.05403], [3.02362, -5.08934, 1.75317], [-3.41442, 3.12927, 1.31440], [-8.02149, 5.64260, 0.95505], [-3.67510, 2.72358, -0.21170], [1.41840, -4.15615, -3.16802], [1.26298, 0.95344, 2.13661], [-2.75362, 1.41281, 3.47756], [-1.12246, -5.68968, -1.53184], [2.39015, -6.60938, -2.11948], [-2.04450, 4.26390, 9.05127], [2.19272, -4.41233, 1.55473], [1.11370, -8.48035, 0.84202], [-6.48933, 2.17319, -1.01687], [0.08292, 5.07901, -5.54128], [2.32495, -4.79724, -9.67182], [3.82762, -3.98078, 3.46973], [3.71094, 1.40097, 3.12811], [5.73249, -1.48923, 1.85183], [3.17581, -5.42210, -0.98344], [8.51077, 1.25884, -6.71287], [0.52221, 3.43654, -3.33641], [-5.65531, 4.45526, -1.59372], [-0.13887, -3.17230, 2.42349], [7.44755, 1.81126, 3.05778], [2.57945, -6.77385, -6.78435], [-4.98427, -2.71191, 2.60320], [4.85488, 0.21658, -6.06889], [2.31079, -6.42921, -9.69304], [7.06982, -0.37873, -6.15207], [4.73562, 1.49968, 3.48643], [-6.85314, 2.61391, 7.81215], [0.62476, -5.86479, -0.23916], [1.63087, -8.30676, -0.10165], [-1.47815, 2.47007, -5.86720], [8.27847, -2.15196, -7.81808], [0.37560, -5.88188, -2.27638], [-3.16802, -3.67574, 2.29076], [3.90535, -4.97952, 1.12184], [-2.69841, 6.90950, 3.52885], [-4.19799, 3.65319, 10.10050], [-1.80905, 7.40904, 6.20263], [1.24639, -8.64103, -2.23604], [-8.94171, 3.49459, -0.82219], [1.60172, 2.86721, -5.64798], [6.71492, 2.95079, 4.24216], [-0.26218, 4.74372, 7.69998], [-7.02075, 4.00436, -0.06988], [5.51110, 4.52299, 1.99455], [3.30346, -1.17090, -1.02549], [3.72134, -7.19767, -1.03031], [-9.85805, 5.46222, 2.39269], [-0.06120, 2.70689, 0.54421], [-3.97368, -5.65616, 2.83704], [4.73695, 4.28785, 3.61940], [2.29277, -4.84227, -5.03537], [-3.64761, 6.29994, 7.39029], [-8.36646, 5.16245, -1.27422], [8.25825, 0.95797, -5.00853], [4.47823, -0.50641, 1.51231], [0.65511, 2.05318, -4.02600], [-3.90150, -1.21438, 1.19659], [-0.77073, -3.01204, 3.29709], [-4.21627, 3.23586, 0.58379], [1.06913, 0.38409, -0.27895], [-7.00632, 0.05302, 6.16205], [1.69336, -1.22166, 0.04464], [-1.81197, -1.42748, -4.03153], [6.93881, 2.76593, 3.19154], [-9.32652, 3.20784, 1.12400], [5.75371, -1.21507, -7.53557], [5.40851, 0.07071, 3.47789], [-3.36978, -1.73825, -1.08216], [-0.92966, -1.45286, -3.39201], [3.48737, -6.45923, -7.29894], [0.37431, 0.80590, 0.99733], [0.74268, -8.71186, -1.27201], [2.53016, -5.13983, 3.79937], [3.27998, 6.04931, 1.49184], [-1.67050, 6.64361, 3.77544], [-0.49003, -2.44897, -3.44285], [0.38796, -0.66165, -4.87964], [-0.71478, 4.38270, -5.28258], [-3.30530, 3.84352, 7.95419], [2.10592, -3.32400, -8.06810], [2.77320, 3.43228, 2.84812], [-1.09076, -8.11603, -0.76552], [-5.75327, 2.13612, 6.89280], [4.76020, -0.65460, 3.96953], [7.95222, -2.31251, -5.60133], [-7.43509, 1.84315, 0.39296], [-6.45824, 3.02816, 8.73981], [1.44419, 3.87640, -3.71663], [-3.23278, 4.79826, 5.70380], [2.22288, 0.67759, -4.16155], [4.78216, -3.30137, -8.04017], [-8.37040, 1.72457, 8.95242], [5.71241, -4.64693, -7.46385], [-7.99852, 2.31820, 5.13788], [1.41828, -4.47616, -10.18462], [2.21598, -3.85819, -3.84859], [-8.67897, 3.75092, 1.81236], [7.73903, -1.08377, -3.51249], [7.03080, -1.77291, -5.38240], [4.68384, 1.91453, 4.49306], [-1.56136, 4.97576, -5.62851], [-7.56192, 1.40790, 8.29350], [-2.03864, 4.64634, 3.44583], [-0.01056, -1.87153, 4.05040], [-0.09817, 7.32921, 4.89392], [-3.75627, 5.20539, -0.36419], [7.51571, 3.55216, 2.70459], [8.70201, -0.65589, -8.45138], [3.45561, -7.03438, -8.73997], [-0.98018, 2.65440, -0.36388], [-4.83731, 0.79045, 4.87898], [-1.63084, -4.91280, 1.18837], [-4.66145, 5.30073, 1.11717], [-7.26354, 1.22955, 3.84987], [2.07249, 1.22648, -2.47870], [8.40568, 0.46749, -5.97070], [0.91570, -0.63146, -3.24660], [7.31446, 0.51282, 1.37163], [2.92904, -6.46486, -1.18311], [-3.34391, 2.35232, 5.22778], [-0.72138, 4.16483, -3.76224], [-0.42980, 1.33948, -2.51869], [-6.84774, 0.88908, 8.93294], [-6.67305, 2.51683, 0.00110], [-4.49121, -3.16371, 1.74246], [-0.55464, 3.35915, 1.59621], [6.44954, 0.23001, -8.14495], [-0.23401, -0.87448, 3.67086], [-4.57320, 4.73954, 0.18691], [-8.90528, 1.11655, 6.70992], [-0.66465, -3.89317, 3.92992], [-2.72637, 5.96838, 7.86934], [2.57971, -8.83469, -0.00627], [0.69733, 2.26432, -5.56614], [-2.23550, -1.74475, 2.24528], [6.13939, -2.27209, -5.76227], [-8.85899, 4.92900, 3.68219], [-2.55627, -4.38282, 0.96303], [-5.35864, 3.08031, 6.51747], [2.83258, 2.27528, -3.81147], [2.90483, 5.94825, 3.18607], [1.65175, -6.70972, 2.09286], [3.42681, -4.95961, 3.20639], [-5.03236, 1.54892, 7.46166], [-8.44278, -0.31572, 7.72332], [-2.47227, -5.10719, 3.71887], [3.38654, -8.12219, -8.73899], [-8.10825, 4.10945, -1.16188], [1.36223, -6.72317, -9.24369], [-9.50039, 4.55695, 2.88327], [-1.57561, 3.67581, -3.29398], [-0.42928, -7.82574, -1.58177], [-6.18384, 1.22965, 5.63156], [-3.00628, 4.60822, 8.67108], [4.67980, 2.09350, 0.73222], [-5.14717, 0.26443, 3.97600], [-7.09605, 1.95349, 4.64734], [-0.88818, 0.09096, 1.27495], [6.84839, -1.60275, -3.86679], [4.83900, -4.38965, -8.06305], [4.18504, -2.10872, -0.61754], [7.03946, -0.91368, -10.33924], [3.17553, -3.75007, -3.34294], [-1.19025, 6.80075, 2.80965], [5.68792, 1.98358, 1.13186], [1.51476, -4.85596, -7.71520], [0.33251, -9.69585, -1.04480], [-1.51819, -2.53728, 0.33076], [-3.51589, -2.64996, -0.50291], [7.85107, -1.33510, -8.39962], [5.62181, -0.69694, -2.35185], [-2.52130, 6.74010, 8.61129], [1.01167, 3.31233, 0.10966], [-1.55594, 5.17585, 4.26725], [-3.44309, -4.82906, 3.30870], [-1.40734, 1.28648, -3.96174], [3.95176, -0.00250, -0.73291], [0.42573, 3.18095, -2.28120], [-2.21338, -3.28396, -0.05302], [-1.15971, 7.57201, 4.84610], [-0.52870, 3.19467, -7.15677], [2.51209, -5.82315, -4.61362], [-7.63138, 4.64915, 1.17637], [4.36149, -6.82823, -6.76242], [-5.84961, 2.42827, 1.99388], [5.76385, 0.63785, -4.15768], [6.08744, 1.47077, -6.22065], [1.05913, -2.06854, 4.12154], [9.21333, -0.26283, -6.02015], [-2.82101, -2.20658, 3.77378], [-4.15816, -4.42179, 4.02348], [-4.15793, -3.29721, -1.10036], [-5.28357, -1.79968, 0.27523], [0.04811, -5.98155, 0.67842]], "lowdin_spin": [0.0000, 0.0001, 0.0002, 0.0000, 0.0000, 0.0000, 0.0000, 0.0000, 0.0000, 0.0017, 0.0000, 0.0000, 0.0000, 0.0009, 0.0000, 0.0003, 0.0013, 0.0001, 0.0002, 0.0000, 0.0029, 0.0008, 0.0002, 0.0001, 0.0000, 0.0012, 0.0001, 0.0002, 0.0003, 0.0000, 0.0000, 0.0011, 0.0000, 0.0020, 0.0000, 0.0000, 0.0005, 0.0000, 0.0010, 0.0000, 0.0016, 0.0001, 0.0000, 0.0003, 0.0001, 0.0000, 0.0000, 0.0000, 0.0412, 0.0006, 0.0000, 0.0000, 0.0000, 0.0000, 0.0004, 0.0002, 0.0002, 0.0000, 0.0003, 0.0159, 0.0001, 0.0008, 0.0000, 0.0001, 0.0001, 0.0006, 0.0005, 0.0000, 0.0034, 0.0010, 0.0002, 0.0228, 0.0007, 0.0003, 0.0007, 0.0016, 0.0006, 0.0001, 0.0003, 0.0000, 0.0001, 0.0004, 0.0000, 0.0010, 0.0001, 0.0000, 0.0001, 0.0015, 0.0008, 0.0000, 0.0003, 0.0001, 0.0026, 0.0011, 0.0001, 0.0000, 0.0000, 0.0013, 0.0000, 0.0001, 0.0000, 0.0001, 0.0003, 0.0002, 0.0005, 0.0008, 0.0000, 0.0010, 0.0001, 0.0010, 0.0000, 0.0000, 0.0000, 0.0021, 0.0000, 0.0001, 0.0001, 0.0000, 0.0008, 0.0001, 0.0000, 0.0000, 0.0000, 0.0001, 0.0004, 0.0001, 0.0000, 0.0000, 0.0000, 0.0000, 0.0002, 0.0000, 0.0000, 0.0000, 0.0000, 0.1335, 0.0001, 0.0000, 0.1057, 0.0000, 0.0000, 0.0004, 0.0000, 0.0000, 0.0000, 0.0001, 0.0010, 0.0001, 0.0012, 0.0010, 0.1395, 0.0000, 0.2049, 0.0000, 0.0000, 0.0000, 0.0004, 0.0001, 0.0001, 0.0003, 0.0001, 0.1394, 0.0000, 0.0001, 0.0001, 0.0007, 0.0002, 0.0015, 0.0001, 0.0000, 0.0009, 0.0007, 0.0000, 0.0000, 0.0001, 0.0000, 0.0000, 0.0000, 0.0004, 0.0000, 0.0023, 0.0001, 0.0000, 0.0000, 0.0000, 0.0000, 0.0025, 0.0000, 0.0001, 0.0005, 0.0001, 0.0000, 0.0000, 0.0010, 0.0007, 0.0000, 0.0007, 0.0000, 0.0000, 0.0000, 0.0093, 0.0001, 0.0001, 0.0001, 0.0000, 0.0010, 0.0001, 0.0002, 0.0000, 0.0007, 0.0000, 0.0005, 0.0002, 0.0000, 0.0001, 0.0000, 0.0295, 0.0000, 0.0002, 0.0007, 0.0000, 0.0001, 0.0000, 0.0000, 0.0007, 0.0001, 0.0003, 0.0000, 0.0001, 0.0000, 0.0008, 0.0000, 0.0000, 0.0004, 0.0000, 0.0000, 0.0000, 0.0000, 0.0000, 0.0000, 0.0000, 0.0002, 0.0000, 0.0001, 0.0000, 0.0003, 0.0000, 0.0000, 0.0242, 0.0015, 0.0001, 0.0389, 0.0000, 0.0016, 0.0008, 0.0005, 0.0000, 0.0000, 0.0002, 0.0002, 0.0000, 0.0011, 0.0000, 0.0100, 0.0014, 0.0000, 0.0001, 0.0004, 0.0005, 0.0004, 0.0001, 0.0000, 0.0001, 0.0000, 0.0000, 0.0000, 0.0018, 0.0002, 0.0004, 0.0000, 0.0001, 0.0000, 0.0000, 0.0000, 0.0001]}